{
  "formula": "C2H2P2",
  "method": "the ωB97M-V functional and the def2-TZVPD basis",
  "symbols": ["C", "C", "P", "P", "H", "H"],
  "coordinates": [[-0.35004, 0.03550, 0.05793], [0.97502, -0.07834, -0.05451], [-1.80315, -1.06183, -0.00962], [-1.82294, 1.01618, -0.01436], [1.41446, 0.97479, 0.09109], [1.58666, -0.88629, -0.07054]],
  "atomic_forces_ev_per_a": [[0.30, -1.81, -0.65], [-1.74, 5.70, 1.08], [-0.03, 1.60, 0.01], [-0.05, -1.23, 0.19], [0.16, -1.82, -0.55], [1.36, -2.44, -0.07]],
  "mulliken_charge": [0.05, -0.48, -0.03, -0.05, 0.15, 0.36],
  "max_force_ev_per_a": 6.06,
  "e_above_lowest_ev": 0.000,
  "e_homo_ev": -8.259,
  "e_lumo_ev": -1.20,
  "total_energy_ev": -20681.2339
}

---

{
  "formula": "C2H2S",
  "method": "the ωB97M-V functional and the def2-TZVPD basis",
  "symbols": ["C", "C", "S", "H", "H"],
  "coordinates": [[0.48190, -0.43094, -0.31444], [-0.56138, 0.33380, -0.50445], [-0.20846, -0.17502, -2.09870], [1.14631, -1.23996, 0.02565], [-1.07373, 1.07249, -0.06991]],
  "atomic_forces_ev_per_a": [[5.13, -2.84, -1.29], [-3.37, -0.14, -1.21], [0.97, -0.33, 1.69], [-1.13, 0.43, -0.32], [-1.61, 2.88, 1.13]],
  "mulliken_charge": [-0.43, -0.36, -0.06, 0.39, 0.46],
  "max_force_ev_per_a": 6.01,
  "e_above_lowest_ev": 1.154,
  "spin_multiplicity": 3,
  "e_homo_ev": [-5.733, -10.915],
  "e_lumo_ev": [0.73, -1.36],
  "total_energy_ev": -12935.9181
}